The following is a DFT calculation (wB97M-V/def2-TZVPD) of a structure of composition C32H51BrF2N6PS2ScSi.

Summary:
Net charge: +2
Lowest unoccupied orbital energy: -5.0 eV
Orbital gap: 8.5 eV
Energy relative to the best compared isomer or geometry (same formula, charge and spin): 0.0490 eV

Structure (XYZ):
```
97
Properties=species:S:1:pos:R:3:forces:R:3:lowdin_charge:R:1
Sc 1.050890 -2.150422 0.614046 -0.10 -0.83 -0.15 0.6148
N -1.504829 -2.130829 0.547996 -0.03 0.04 -0.06 -0.0394
N -2.273870 -3.210572 0.993753 -0.05 -0.01 -0.05 -0.0341
C -1.681940 -4.292885 1.506270 -0.03 -0.01 0.04 -0.7813
N -2.468189 -5.276227 1.937965 0.02 -0.01 -0.01 0.1357
S -0.000520 -4.409685 1.615209 -0.05 -0.09 0.02 0.7930
H -1.729362 -1.319656 1.116792 0.00 0.04 0.01 0.0149
H -1.776884 -1.921123 -0.414260 0.05 0.01 0.01 0.0510
H -3.278008 -3.151078 0.898264 0.02 -0.01 0.01 0.1691
H -3.473165 -5.207846 1.948652 0.00 0.00 0.00 0.1280
H -2.044931 -6.086300 2.358885 0.00 0.00 0.00 0.1162
N 5.228311 -1.671734 -0.656554 0.01 -0.02 -0.02 0.2075
C 5.085459 -0.296208 -0.625141 -0.02 0.00 0.02 -0.1665
C 6.012734 0.716680 -0.832374 0.01 0.03 -0.01 0.0066
C 5.538531 2.007770 -0.751859 0.00 -0.03 0.00 -0.0522
C 4.187323 2.262240 -0.475698 0.00 0.01 0.00 -0.0547
C 3.279017 1.246486 -0.266596 -0.03 -0.01 0.00 -0.0411
C 3.736892 -0.068865 -0.335838 0.09 -0.01 0.04 -0.1873
N 3.085401 -1.308624 -0.182117 0.04 0.16 -0.05 0.0924
C 4.026700 -2.212074 -0.401948 -0.03 -0.02 0.06 -0.2643
C 3.749833 -3.635675 -0.430317 0.00 0.00 -0.01 -0.3181
C 4.577684 -4.654526 -0.785046 -0.02 0.01 0.02 -0.2957
S 3.718776 -6.124998 -0.750724 0.02 0.03 0.01 1.1389
C 2.319848 -5.296355 -0.269672 0.00 -0.04 0.02 -0.4828
N 2.460519 -4.004217 -0.131029 -0.07 0.09 0.00 -0.0662
H 6.082417 -2.177332 -0.822084 0.01 0.00 -0.01 0.1776
H 7.050877 0.503657 -1.047897 0.00 0.00 0.00 0.1228
H 6.215423 2.836209 -0.907089 0.00 0.00 0.00 0.1172
H 3.849777 3.289117 -0.422736 -0.01 0.00 0.00 0.1105
H 2.248913 1.471298 -0.056129 0.04 0.00 -0.01 0.0000
H 5.618748 -4.617328 -1.060889 0.00 -0.01 -0.01 0.0921
H 1.394649 -5.816790 -0.077869 -0.01 0.01 0.00 0.0447
F 2.218030 -2.610688 2.377125 0.08 0.10 0.01 -0.1813
C 1.191874 -1.598852 2.717484 0.14 0.31 -0.15 -0.3212
F 1.918342 -0.447898 2.846667 -0.04 0.02 0.14 -0.0503
H 0.824551 -1.890206 3.699022 -0.01 -0.06 -0.01 0.1005
C 1.307194 -3.508096 -3.186928 -0.03 0.01 -0.02 -0.2348
P 0.530407 -2.159404 -2.233579 0.10 0.15 0.16 0.8738
C 1.148761 -0.678450 -3.092776 0.00 -0.01 0.00 -0.2463
C -1.232102 -2.262886 -2.659365 -0.01 -0.06 -0.02 -0.4077
C -1.981886 -1.137928 -3.001542 0.01 0.01 0.05 -0.0893
C -3.355036 -1.242012 -3.189265 0.00 0.00 0.00 -0.0593
C -3.989398 -2.467424 -3.047490 0.00 -0.01 -0.02 -0.0617
C -3.248899 -3.596417 -2.715696 0.00 0.01 0.02 -0.0699
C -1.881574 -3.492549 -2.510708 -0.01 0.00 0.00 -0.1127
H 1.105730 -3.395294 -4.252191 -0.01 0.01 0.00 0.0672
H 0.939967 -4.479324 -2.858244 0.02 0.00 0.01 0.0377
H 2.385797 -3.473891 -3.023174 0.00 -0.02 0.00 0.0435
H 0.944586 -0.720494 -4.163034 -0.02 -0.02 0.00 0.0688
H 2.226677 -0.621352 -2.933192 0.00 0.01 -0.01 0.0461
H 0.707340 0.223121 -2.671186 0.01 0.01 0.01 0.0027
H -1.503225 -0.175298 -3.128266 0.01 0.00 0.01 0.0896
H -3.925876 -0.364592 -3.463385 0.00 0.00 0.00 0.1158
H -5.055398 -2.548254 -3.213122 0.00 0.00 0.00 0.1148
H -3.736239 -4.559246 -2.629413 0.00 0.01 0.00 0.1133
H -1.314665 -4.378622 -2.242592 -0.03 0.01 -0.01 0.1045
C -1.550210 2.646384 -1.852734 0.02 0.04 -0.03 -0.1162
C -1.167839 3.483982 -0.619804 0.03 -0.09 -0.03 -0.6202
C 0.214725 4.084276 -0.922085 0.00 0.00 -0.03 -0.0883
C -2.184933 4.633350 -0.481555 0.00 0.00 0.01 -0.0719
Si -1.144379 2.490434 1.013561 -0.16 0.08 0.12 0.6557
Br -0.067788 0.488587 0.223026 -0.04 0.22 -0.06 0.6583
C -2.838421 1.809152 1.607443 0.03 -0.07 -0.04 -0.6114
C -2.700410 0.687498 2.655911 0.03 -0.02 -0.01 -0.0970
C -3.663861 2.936579 2.257085 0.04 0.02 0.02 -0.0698
C -3.647857 1.253332 0.424646 0.00 0.00 -0.02 -0.1017
C -0.030368 3.196372 2.387456 0.02 -0.09 0.00 -0.6125
C -0.444616 4.660587 2.633687 -0.02 0.01 0.00 -0.0716
C -0.186933 2.434278 3.711616 -0.04 -0.01 -0.02 -0.0812
C 1.459545 3.149449 2.025805 0.06 0.02 -0.04 -0.0977
H -1.665603 3.320106 -2.706343 0.00 0.02 0.01 0.1000
H -2.482012 2.096818 -1.740045 0.01 0.00 -0.01 0.0556
H -0.760517 1.937990 -2.106719 -0.02 0.00 0.01 0.0275
H 0.158980 4.626441 -1.869875 -0.01 0.00 -0.01 0.0998
H 0.977200 3.308041 -1.038234 -0.01 0.02 0.01 0.0669
H 0.551531 4.790605 -0.165433 -0.04 0.02 -0.02 0.0712
H -2.089544 5.288930 -1.350962 -0.01 0.00 0.00 0.0988
H -2.018399 5.245875 0.405324 -0.02 0.01 0.00 0.0750
H -3.213125 4.271988 -0.462594 -0.02 -0.01 0.01 0.0744
H -2.525143 1.078330 3.653481 0.01 0.02 0.04 0.0733
H -1.880120 -0.006439 2.456956 0.04 -0.02 -0.02 0.0327
H -3.633864 0.117856 2.695580 0.01 0.01 0.00 0.0931
H -3.186017 3.326708 3.155766 0.00 0.01 0.01 0.0733
H -4.635478 2.534077 2.557230 0.00 0.00 0.00 0.1005
H -3.852380 3.768650 1.581011 0.00 0.02 -0.02 0.0738
H -3.116235 0.464577 -0.116892 0.01 0.01 -0.02 0.0510
H -3.917858 2.028517 -0.291061 0.00 0.01 0.00 0.0721
H -4.582787 0.828925 0.802105 0.01 0.01 0.02 0.0929
H -1.504164 4.762992 2.874783 0.00 0.02 -0.01 0.0748
H -0.222154 5.312053 1.789819 0.01 0.01 -0.03 0.0724
H 0.118132 5.038799 3.491294 0.01 -0.01 0.00 0.1009
H -1.168522 2.581643 4.159286 -0.02 -0.01 0.01 0.0729
H 0.549187 2.820375 4.421425 0.00 0.01 0.00 0.1005
H 0.000419 1.364720 3.602322 -0.01 -0.02 -0.01 0.0703
H 1.688509 3.633931 1.076887 0.03 -0.07 0.10 0.0526
H 1.828727 2.123828 1.998506 -0.01 -0.01 0.01 0.0528
H 2.022603 3.673353 2.803207 -0.01 0.00 0.01 0.1030
```
Forces are in eV/Å.